Molecular formula: C25H35N7OPPdS
Method: DFT, ωB97M-V/def2-TZVPD

The geometry in XYZ format:
```
71
Properties=species:S:1:pos:R:3:forces:R:3:mulliken_charge:R:1
H 2.20711 0.94498 -3.65287 -0.005 -0.099 0.038 0.1866
N -0.82078 -2.65236 -0.43999 0.134 0.353 0.042 -0.6567
C -1.71886 -3.99328 3.50045 0.208 0.059 -0.091 -0.1404
C -3.54427 -2.40953 -0.09000 -0.028 -0.026 -0.080 -0.5310
C -1.33135 -2.55519 0.80377 -0.255 0.046 -0.186 0.8950
H -3.64618 -2.62909 -2.23332 0.007 -0.007 0.002 0.4497
H -2.22169 -4.46220 2.66571 -0.068 -0.018 0.008 0.5615
H -1.17285 -2.75317 -2.45815 0.019 0.070 0.012 0.4507
H 0.79762 -1.82856 4.18010 0.020 0.023 -0.028 0.3923
C -0.00895 -2.52615 4.34867 -0.115 0.068 -0.035 -0.4556
H 2.69576 2.11301 0.01555 -0.004 -0.034 -0.014 0.2809
C 0.30654 3.07233 -3.53843 0.161 -0.004 -0.021 -0.4070
H -1.82852 1.85613 -4.85953 -0.007 -0.012 0.016 0.2956
C 2.47258 0.41900 -2.72960 0.039 0.114 -0.133 -0.4295
N 1.79677 1.02249 -1.55326 -0.422 -0.013 -0.329 1.2514
H -1.07468 4.67937 -3.97059 0.009 0.008 -0.001 0.2713
C -0.80347 3.70456 -4.37891 -0.057 -0.076 0.009 -0.6868
P 0.12901 1.18437 -1.45177 0.272 1.691 0.141 -1.1288
C -0.79788 0.96027 1.12691 -0.012 -0.029 0.125 0.0816
C -1.38676 -3.77424 5.87025 -0.024 -0.040 -0.009 -0.3951
C -1.97187 2.72984 -4.22137 0.098 0.112 0.040 -0.8438
H 0.53600 3.49059 1.10514 0.033 0.042 -0.081 0.4114
C -0.69534 -3.07185 3.26047 -0.046 -0.141 0.154 0.8247
C -0.25177 3.17826 0.41106 -0.028 0.146 0.031 -0.7280
C -1.53822 1.99201 1.99750 -0.019 0.075 -0.135 -0.7349
H -0.49525 3.84113 -5.41338 0.001 0.036 0.003 0.4227
H -1.75756 4.15863 1.66778 0.003 -0.011 0.006 0.4705
H 4.06887 2.79735 -2.54421 0.021 0.013 0.001 0.3392
H -3.07677 -2.24730 2.00739 -0.021 -0.058 0.017 0.6310
Pd 0.99495 -1.17889 -0.36748 0.112 -1.721 0.389 0.0746
H -2.83671 -5.07261 4.96653 -0.001 0.015 0.014 0.4097
H 2.19837 -0.63011 -2.83314 -0.018 0.013 -0.025 0.1844
H -4.61227 -2.29554 0.04230 0.010 0.018 0.037 0.4631
H -1.66234 -4.04859 6.87991 0.027 0.019 0.008 0.4059
S 3.28362 -1.75360 0.09647 -0.158 0.188 -0.476 -0.4562
C -1.63842 -2.66915 -1.48512 -0.065 -0.060 -0.057 -0.3933
H -0.96526 2.21006 2.89912 -0.002 -0.016 0.012 0.3537
H -2.30242 1.35717 -2.54645 0.014 -0.022 0.017 0.3201
H 0.90580 2.39085 -4.14886 -0.067 0.053 0.030 0.1117
C 3.97090 2.02971 -1.77661 -0.080 -0.108 -0.090 -0.7630
C -2.05518 -4.34379 4.79680 -0.058 -0.065 -0.012 -0.8659
N 0.87886 -2.47496 1.48623 -0.388 0.816 -0.849 0.6800
H 4.80013 2.13986 -1.08184 -0.003 0.060 0.005 0.3879
N 4.20029 -3.05383 2.19966 0.111 -0.016 -0.054 -0.3864
H 0.97281 3.82672 -3.11484 0.018 -0.014 -0.028 0.2199
N 1.94714 -2.82395 2.17930 0.354 -0.453 0.876 -1.2432
H 0.17001 -2.42714 6.47606 -0.005 0.000 0.001 0.3936
H -2.93298 3.18242 -4.45700 -0.008 -0.033 -0.051 0.3932
O -0.51754 -0.14667 -1.68429 0.348 -0.275 0.348 -0.7872
C -0.33485 -2.66902 1.88945 0.473 -0.064 0.095 0.0687
H 5.07777 -3.02140 1.71336 0.029 0.000 0.039 0.2177
H -1.50342 0.27919 0.65177 0.029 -0.092 -0.020 -0.1114
N -0.09332 1.75341 0.09542 -0.403 -0.207 -0.489 0.7655
C 2.61244 2.16631 -1.06928 0.202 -0.001 0.211 -0.5944
C 3.09312 -2.60941 1.58630 -0.450 0.206 0.117 0.5768
H 4.56854 0.57630 -3.30965 -0.009 -0.031 -0.007 0.4489
C -0.36173 -2.86692 5.64286 -0.006 -0.002 0.000 -0.7681
H 4.09675 -3.67772 2.98254 -0.016 0.025 0.016 0.2425
N -0.41879 2.35450 -2.47628 -0.020 -0.591 0.074 0.8507
H -0.19091 3.78606 -0.49012 0.011 -0.018 0.019 0.3937
H -2.40465 3.13262 0.37441 0.005 0.045 -0.012 0.1195
H -2.38598 3.07732 -2.12504 0.015 -0.027 -0.006 0.2091
C 3.94782 0.63695 -2.41811 -0.108 0.157 0.025 -0.4559
C -2.69664 -2.39458 1.00697 0.146 -0.007 0.087 -0.4573
H 4.29254 -0.10490 -1.70512 0.050 -0.108 0.027 -0.0014
H -2.52056 1.63107 2.29722 0.020 -0.011 0.039 0.3933
C -1.87708 2.33796 -2.75289 -0.049 0.225 0.037 -0.4513
C -3.01526 -2.58402 -1.35737 0.017 -0.036 0.044 -0.6740
H 2.13960 3.11798 -1.32484 0.004 -0.013 0.064 0.2142
C -1.60351 3.23642 1.10987 0.054 -0.083 0.058 -0.6255
H -0.08883 0.38255 1.72641 -0.051 -0.052 -0.017 0.0573
```
Positions in Å, forces in eV/Å.

The calculation puts the orbital gap (spin up / spin down) at 0.2761 / 0.2308 Eh. The LUMO energy (spin up / spin down) is -3.007 / -4.150 eV. Its multiplicity is 3. As for the net charge: +1. For the largest force on an atom, the calculation gives 1.8 eV/Å. The total energy is -2299.45397 Ha.